Record 1
Formula: C4H9N4
Source: the Open Molecules 2025 dataset
Level of theory: ωB97M-V/def2-TZVPD

Geometry as XYZ:
```
17
C4H9N4 | the Open Molecules 2025 dataset | ωB97M-V/def2-TZVPD
C 1.942 0.351 -0.793
C 1.435 0.443 0.609
C -0.019 0.282 0.769
N -0.814 1.309 0.134
N -1.944 1.133 -0.217
N -2.525 -0.120 -0.132
C -1.715 -1.240 -0.186
N -0.491 -1.073 0.224
H 1.627 -0.471 -1.264
H 3.072 0.597 -0.777
H 1.422 1.111 -1.392
H 1.591 1.484 0.842
H 1.880 -0.222 1.425
H -0.388 0.366 1.864
H -3.343 -0.094 -0.696
H -2.111 -2.235 -0.393
H 0.382 -1.622 -0.016
```

The charge is +1. For the HOMO energy, the calculation gives -14.50 eV. The LUMO energy comes out at -5.034 eV. Its SMILES is CC[C@H]1N=NNC=[NH+]1. The orbital gap comes out at 9.469 eV. For the energy relative to the best compared isomer or geometry (same formula, charge and spin), the calculation gives 300.7 kJ/mol.


Record 2
Formula: C31H44N2P
Source: the Open Molecules 2025 dataset
Level of theory: ωB97M-V/def2-TZVPD

Geometry as XYZ:
```
78
C31H44N2P | the Open Molecules 2025 dataset | ωB97M-V/def2-TZVPD
C -1.177 -1.147 -4.170
C -1.063 -0.914 -2.662
C -2.428 -1.050 -1.991
P -0.176 0.622 -2.233
C 1.472 0.398 -3.043
C 1.983 -1.047 -3.076
C 2.523 1.351 -2.471
C -0.881 1.938 -3.319
C -0.097 3.259 -3.190
C -2.381 2.115 -3.122
H -1.695 -2.106 -4.298
H -1.781 -0.370 -4.658
H -0.204 -1.215 -4.667
H -0.382 -1.659 -2.213
H -2.811 -2.053 -2.214
H -2.366 -0.998 -0.906
H -3.141 -0.286 -2.325
H 1.270 0.707 -4.086
H 2.936 -1.040 -3.619
H 2.167 -1.415 -2.057
H 1.306 -1.732 -3.596
H 3.515 0.932 -2.684
H 2.470 2.351 -2.925
H 2.439 1.442 -1.380
H -0.693 1.553 -4.335
H -0.793 4.108 -3.231
H 0.436 3.350 -2.232
H 0.654 3.396 -3.988
H -2.678 3.075 -3.560
H -2.952 1.323 -3.617
H -2.653 2.149 -2.059
C 1.379 5.520 0.270
N 1.127 4.115 0.516
C 0.126 3.408 -0.083
C 0.211 2.061 0.271
C -0.500 0.915 -0.448
C -0.523 -0.359 0.470
C 0.581 -1.186 0.656
C 0.522 -2.288 1.517
C -0.695 -2.605 2.182
N -0.801 -3.726 2.955
C 0.232 -4.739 2.934
C 1.619 -4.125 2.895
C 1.753 -3.097 1.768
C -2.092 -4.206 3.415
C -3.034 -3.080 3.801
C -3.101 -1.985 2.742
C -1.810 -1.743 2.036
C -1.691 -0.643 1.197
C 1.157 2.011 1.374
C 1.341 1.194 2.487
C 2.278 1.553 3.461
C 2.980 2.763 3.397
C 2.713 3.682 2.375
C 1.801 3.288 1.407
H 2.279 5.831 0.812
H 1.517 5.692 -0.810
H 0.539 6.157 0.597
H -0.663 3.923 -0.625
H -1.566 1.219 -0.484
H 1.538 -0.941 0.187
H 0.090 -5.356 3.830
H 0.096 -5.400 2.057
H 1.837 -3.646 3.855
H 2.342 -4.934 2.761
H 2.045 -3.612 0.839
H 2.586 -2.420 2.004
H -2.561 -4.846 2.644
H -1.894 -4.851 4.279
H -4.025 -3.508 3.953
H -2.713 -2.641 4.751
H -3.882 -2.230 2.006
H -3.436 -1.053 3.213
H -2.575 -0.018 1.037
H 0.683 0.343 2.642
H 2.435 0.881 4.307
H 3.723 2.997 4.158
H 3.213 4.648 2.322
```

The charge is +1. For the HOMO energy, the calculation gives -9.72 eV. The LUMO energy comes out at -1.817 eV. The orbital gap comes out at 7.907 eV.


Record 3
Formula: C3H8N2O2
Source: the Open Molecules 2025 dataset
Level of theory: ωB97M-V/def2-TZVPD

Geometry as XYZ:
```
15
C3H8N2O2 | the Open Molecules 2025 dataset | ωB97M-V/def2-TZVPD
C -0.767 -1.034 0.990
N 0.147 -0.428 0.043
C -0.250 0.028 -1.240
N -1.210 1.149 -0.860
C 1.301 0.283 0.551
O 1.688 0.163 1.705
O 2.215 0.598 -0.402
H -1.454 -1.712 0.472
H -1.382 -0.302 1.519
H -0.248 -1.596 1.771
H 0.491 0.512 -1.879
H -0.634 -0.807 -1.832
H -0.900 1.993 -0.388
H -2.063 0.754 -0.476
H 3.068 0.398 0.028
```

For the HOMO energy, the calculation gives -8.63 eV. The LUMO energy comes out at 0.710 eV. Its SMILES is CN(CN)C(=O)O. The orbital gap comes out at 9.335 eV. For the energy relative to the best compared isomer or geometry (same formula, charge and spin), the calculation gives 172.5 kJ/mol.


Record 4
Formula: C76H152O39
Source: the Open Molecules 2025 dataset
Level of theory: ωB97M-V/def2-TZVPD

Geometry as XYZ:
```
267
C76H152O39 | the Open Molecules 2025 dataset | ωB97M-V/def2-TZVPD
C 7.449 -8.078 -17.213
C 6.389 -8.721 -16.383
O 6.867 -8.741 -15.008
C 6.625 -9.787 -14.198
O 7.193 -10.051 -13.123
O 5.506 -10.484 -14.610
C 4.864 -11.334 -13.701
H 7.360 -8.220 -18.290
H 8.410 -8.515 -16.943
H 7.550 -7.005 -17.052
H 6.281 -9.753 -16.717
H 5.477 -8.129 -16.458
H 3.988 -10.830 -13.293
H 5.497 -11.628 -12.864
H 4.591 -12.330 -14.051
C 5.663 -17.383 -17.059
C 5.220 -16.461 -15.989
O 5.704 -15.144 -16.399
C 4.987 -14.114 -16.742
O 3.788 -14.084 -16.667
O 5.712 -13.102 -17.149
C 5.104 -12.061 -17.931
H 5.410 -18.371 -16.675
H 6.689 -17.360 -17.426
H 4.975 -17.065 -17.843
H 5.703 -16.718 -15.046
H 4.133 -16.434 -16.075
H 4.738 -12.505 -18.857
H 5.802 -11.266 -18.191
H 4.268 -11.560 -17.442
C -5.260 -13.184 -9.421
C -5.166 -12.864 -10.896
O -6.081 -13.516 -11.774
C -5.766 -14.626 -12.337
O -4.837 -15.330 -11.958
O -6.780 -14.999 -13.058
C -6.786 -16.348 -13.534
H -5.163 -14.265 -9.325
H -6.207 -12.819 -9.025
H -4.439 -12.713 -8.879
H -4.166 -13.031 -11.294
H -5.317 -11.794 -11.044
H -6.268 -17.105 -12.944
H -6.129 -16.374 -14.403
H -7.759 -16.668 -13.905
C 4.300 -15.543 -9.092
C 4.763 -14.915 -10.406
O 5.340 -15.962 -11.221
C 6.106 -15.693 -12.278
O 6.636 -16.533 -13.009
O 6.433 -14.325 -12.387
C 7.070 -13.753 -13.541
H 4.983 -16.321 -8.751
H 3.320 -16.012 -9.181
H 4.218 -14.700 -8.405
H 5.478 -14.099 -10.299
H 3.814 -14.580 -10.823
H 7.927 -14.393 -13.750
H 7.424 -12.738 -13.359
H 6.416 -13.832 -14.409
C 0.331 -12.243 -17.949
C 0.352 -10.740 -18.359
O 0.491 -10.010 -17.121
C 1.688 -9.423 -16.788
O 2.723 -9.482 -17.429
O 1.629 -8.936 -15.582
C 2.701 -8.281 -14.972
H -0.153 -12.947 -18.626
H -0.237 -12.378 -17.029
H 1.341 -12.652 -17.922
H -0.599 -10.409 -18.777
H 1.192 -10.512 -19.016
H 3.659 -8.801 -14.948
H 2.369 -8.186 -13.938
H 2.842 -7.311 -15.448
C 1.204 -16.091 -19.442
C 2.453 -16.363 -20.299
O 3.088 -17.593 -19.911
C 3.860 -18.242 -20.741
O 4.473 -17.802 -21.746
O 4.031 -19.413 -20.203
C 5.096 -20.226 -20.672
H 0.420 -16.824 -19.633
H 0.812 -15.149 -19.826
H 1.447 -16.097 -18.380
H 3.175 -15.576 -20.082
H 2.257 -16.403 -21.370
H 5.963 -19.640 -20.976
H 4.842 -20.802 -21.563
H 5.400 -20.905 -19.875
C -10.692 -13.734 -15.939
C -9.543 -13.358 -16.880
O -8.236 -13.645 -16.319
C -7.171 -13.692 -17.022
O -7.086 -13.508 -18.218
O -6.145 -13.977 -16.164
C -4.833 -14.041 -16.582
H -10.357 -13.506 -14.927
H -10.913 -14.790 -16.092
H -11.604 -13.155 -16.083
H -9.586 -12.272 -16.966
H -9.792 -13.849 -17.821
H -4.556 -13.141 -17.129
H -4.739 -14.863 -17.292
H -4.154 -13.962 -15.733
C -1.478 -15.571 -12.055
C -1.129 -17.037 -12.210
O 0.149 -17.144 -12.723
C 1.195 -17.070 -11.902
O 1.131 -16.995 -10.666
O 2.353 -16.989 -12.519
C 2.470 -16.792 -13.932
H -0.836 -15.020 -11.367
H -2.512 -15.439 -11.739
H -1.326 -15.113 -13.032
H -1.757 -17.501 -12.970
H -1.270 -17.634 -11.309
H 2.326 -17.743 -14.444
H 3.534 -16.608 -14.081
H 1.855 -15.989 -14.337
C -1.123 -15.018 -8.504
C 0.008 -14.035 -8.785
O -0.103 -12.846 -8.007
C -0.952 -11.851 -8.375
O -1.683 -11.862 -9.395
O -0.976 -10.977 -7.432
C -1.804 -9.839 -7.523
H -0.952 -15.902 -9.118
H -2.045 -14.522 -8.809
H -1.205 -15.248 -7.442
H 0.062 -13.731 -9.831
H 0.905 -14.618 -8.577
H -2.820 -10.162 -7.298
H -1.778 -9.341 -8.492
H -1.389 -9.096 -6.841
C 5.068 -10.830 -5.290
C 5.239 -11.998 -6.300
O 6.357 -11.711 -7.110
C 6.275 -11.860 -8.414
O 5.241 -12.043 -9.073
O 7.474 -11.731 -8.915
C 7.757 -11.970 -10.354
H 5.912 -10.679 -4.618
H 4.159 -10.929 -4.695
H 4.864 -9.901 -5.822
H 4.277 -12.196 -6.774
H 5.495 -12.902 -5.747
H 6.994 -11.482 -10.962
H 7.602 -13.014 -10.624
H 8.793 -11.744 -10.608
C 5.232 -8.520 -10.245
C 5.953 -7.275 -9.691
C 5.072 -6.059 -10.137
O 3.896 -6.630 -10.710
C 4.322 -7.861 -11.319
H 4.551 -9.018 -9.555
H 5.817 -9.271 -10.777
H 6.967 -7.356 -10.083
H 6.048 -7.248 -8.605
H 5.525 -5.366 -10.846
H 4.717 -5.471 -9.292
H 4.696 -7.761 -12.338
H 3.421 -8.448 -11.493
C -2.987 -10.629 -16.123
C -3.623 -11.394 -14.987
C -3.465 -10.509 -13.733
O -2.936 -9.228 -14.323
C -2.162 -9.552 -15.456
H -3.829 -10.241 -16.696
H -2.319 -11.160 -16.802
H -3.120 -12.329 -14.741
H -4.686 -11.485 -15.209
H -2.730 -10.903 -13.032
H -4.414 -10.300 -13.238
H -1.130 -9.863 -15.293
H -2.016 -8.742 -16.171
C 2.608 -18.647 -7.639
C 3.357 -19.113 -6.459
C 2.263 -19.224 -5.399
O 1.381 -18.103 -5.680
C 1.469 -17.777 -7.092
H 2.183 -19.460 -8.229
H 3.213 -18.111 -8.370
H 4.116 -18.376 -6.198
H 3.884 -20.054 -6.617
H 2.607 -19.072 -4.376
H 1.645 -20.119 -5.466
H 1.816 -16.756 -7.252
H 0.507 -17.941 -7.577
C 1.204 -11.773 -11.848
C 0.339 -12.196 -13.051
C 1.328 -13.173 -13.761
O 2.499 -13.279 -12.955
C 2.181 -12.881 -11.573
H 0.580 -11.491 -11.000
H 1.718 -10.864 -12.160
H -0.056 -11.402 -13.684
H -0.459 -12.793 -12.608
H 1.631 -12.996 -14.792
H 0.916 -14.182 -13.755
H 3.074 -12.665 -10.988
H 1.667 -13.750 -11.163
C 1.767 -9.165 -8.684
C 1.954 -7.752 -8.168
C 1.954 -7.949 -6.680
O 2.045 -9.361 -6.556
C 2.344 -10.036 -7.714
H 2.172 -9.329 -9.683
H 0.692 -9.342 -8.727
H 1.151 -7.125 -8.555
H 2.897 -7.328 -8.515
H 1.099 -7.560 -6.127
H 2.837 -7.561 -6.173
H 2.017 -11.076 -7.744
H 3.432 -10.002 -7.759
C -2.826 -17.210 -17.234
C -1.828 -16.139 -17.606
C -1.827 -15.190 -16.447
O -2.485 -15.911 -15.402
C -2.723 -17.288 -15.738
H -2.513 -18.204 -17.553
H -3.823 -16.973 -17.605
H -2.225 -15.678 -18.511
H -0.895 -16.618 -17.902
H -2.375 -14.279 -16.687
H -0.809 -14.863 -16.233
H -3.585 -17.757 -15.263
H -1.842 -17.845 -15.419
C 1.239 -13.985 -5.543
C 1.443 -14.821 -4.317
C 2.528 -14.104 -3.584
O 2.250 -12.708 -3.852
C 1.400 -12.590 -4.978
H 0.174 -14.160 -5.694
H 1.963 -14.301 -6.294
H 1.664 -15.863 -4.550
H 0.598 -14.815 -3.629
H 3.543 -14.212 -3.968
H 2.625 -14.344 -2.525
H 1.785 -11.758 -5.567
H 0.392 -12.277 -4.705
C -5.601 -9.809 -8.532
C -4.618 -9.196 -9.465
C -4.498 -7.739 -9.017
O -5.848 -7.475 -8.616
C -6.450 -8.661 -8.102
H -5.041 -10.165 -7.667
H -6.199 -10.659 -8.858
H -5.111 -9.290 -10.432
H -3.651 -9.699 -9.484
H -4.120 -7.075 -9.795
H -3.806 -7.595 -8.187
H -7.435 -8.816 -8.542
H -6.430 -8.503 -7.024
C -0.251 -8.463 -12.125
C 0.133 -7.003 -12.035
C -0.885 -6.404 -11.020
O -1.596 -7.485 -10.485
C -1.628 -8.571 -11.446
H 0.477 -9.068 -11.584
H -0.195 -9.046 -13.044
H 0.264 -6.432 -12.954
H 1.118 -6.912 -11.577
H -1.610 -5.735 -11.485
H -0.382 -5.880 -10.207
H -2.465 -8.455 -12.135
H -1.689 -9.513 -10.902
```

For the HOMO energy, the calculation gives -8.90 eV. The LUMO energy comes out at 0.320 eV. The orbital gap comes out at 9.221 eV.


Record 5
Formula: C15H23F9NO3P2Ti
Source: the Open Molecules 2025 dataset
Level of theory: ωB97M-V/def2-TZVPD

Geometry as XYZ:
```
54
C15H23F9NO3P2Ti | the Open Molecules 2025 dataset | ωB97M-V/def2-TZVPD
Ti 0.151 -0.650 -0.268
P -1.703 0.606 -1.681
C -0.294 0.964 -2.816
C 0.772 1.748 -2.075
N 1.067 1.207 -0.833
C 2.068 1.834 -0.137
C 2.708 2.971 -0.613
C 2.399 3.504 -1.858
C 1.416 2.862 -2.589
C 2.476 1.110 1.143
P 2.135 -0.727 1.164
H 1.151 3.209 -3.601
H 3.477 3.424 0.010
H 2.903 4.373 -2.234
H 3.549 1.251 1.328
H 1.962 1.557 2.014
H 0.125 -0.059 -3.037
H -0.591 1.443 -3.778
H 1.323 -3.251 -1.210
O 0.536 -1.592 -1.822
H 0.852 -1.362 -2.704
H 1.122 -2.058 0.222
O 1.084 -3.408 -0.234
H 0.100 -3.709 -0.162
C 3.682 -1.373 0.536
H 4.496 -0.948 1.136
H 3.708 -2.460 0.648
H 3.850 -1.070 -0.507
C 2.118 -1.040 2.919
H 1.705 -2.036 3.105
H 3.138 -0.998 3.317
H 1.502 -0.290 3.435
C -2.455 2.235 -1.437
H -2.989 2.627 -2.319
H -3.198 2.150 -0.634
H -1.720 2.983 -1.107
C -2.831 -0.302 -2.771
H -3.547 -0.828 -2.129
H -3.415 0.341 -3.447
H -2.298 -1.058 -3.362
F -1.765 -3.340 2.240
C -1.847 -2.138 2.887
F -2.768 -2.230 3.863
F -0.638 -1.935 3.491
C -2.157 -1.006 1.877
O -1.118 -1.048 0.948
C -3.520 -1.269 1.194
F -4.504 -1.521 2.079
F -3.909 -0.185 0.452
F -3.440 -2.323 0.341
C -2.210 0.375 2.604
F -3.249 0.475 3.467
F -1.067 0.605 3.310
F -2.328 1.392 1.698
```

The charge is +2. For the HOMO energy (alpha / beta), the calculation gives -15.36 / -15.76 eV. The LUMO energy (alpha / beta) comes out at -7.183 / -8.149 eV. The orbital gap (alpha / beta) comes out at 8.174 / 7.610 eV. For the energy relative to the best compared isomer or geometry (same formula, charge and spin), the calculation gives 185.4 kJ/mol. Its spin multiplicity is 2.


Record 6
Formula: C16H22N2O5S
Source: the Open Molecules 2025 dataset
Level of theory: ωB97M-V/def2-TZVPD

Geometry as XYZ:
```
46
C16H22N2O5S | the Open Molecules 2025 dataset | ωB97M-V/def2-TZVPD
C -5.757 -1.154 -2.161
C -4.463 -1.367 -2.943
C -4.270 -2.842 -3.281
C -3.264 -0.843 -2.147
O -3.165 -1.562 -0.928
C -2.219 -1.064 -0.029
C -0.769 -1.455 -0.386
C 0.224 -1.172 0.756
C 0.927 0.116 0.333
C 2.412 0.258 0.644
C 2.584 1.735 1.062
C 3.183 2.587 -0.057
C 3.415 1.868 2.308
C 3.163 2.707 3.341
S 4.396 2.568 4.547
C 5.170 1.358 3.521
N 6.356 0.812 3.872
N 4.544 1.109 2.423
O 1.260 2.214 1.348
C 0.314 1.368 0.984
O -0.856 1.559 1.156
C 0.622 0.194 -1.171
O 1.144 0.933 -1.955
O -0.300 -0.698 -1.501
H -5.702 -1.684 -1.214
H -6.608 -1.528 -2.725
H -5.913 -0.097 -1.959
H -4.508 -0.789 -3.873
H -3.365 -2.985 -3.866
H -4.185 -3.418 -2.364
H -5.115 -3.215 -3.854
H -3.394 0.227 -1.929
H -2.346 -0.963 -2.735
H -2.463 -1.522 0.934
H -2.283 0.028 0.064
H -0.764 -2.504 -0.700
H -0.298 -1.055 1.705
H 0.948 -1.983 0.845
H 2.700 -0.398 1.466
H 3.037 0.036 -0.218
H 2.628 2.427 -0.979
H 3.128 3.637 0.219
H 4.223 2.309 -0.201
H 2.343 3.381 3.466
H 6.636 0.862 4.836
H 6.652 0.008 3.345
```

For the HOMO energy, the calculation gives -8.46 eV. The LUMO energy comes out at 0.430 eV. Its SMILES is CC(C)COC[C@@H]1C[C@@]2(C[C@](C)(c3csc(N)n3)OC2=O)C(=O)O1. The orbital gap comes out at 8.887 eV. For the energy relative to the best compared isomer or geometry (same formula, charge and spin), the calculation gives 0.0 kJ/mol.